18
Properties=species:S:1:pos:R:3:forces:R:3 method="wB97M-V/def2-TZVPD" e_tot_ha=-360.3764 total_charge=0 smiles=C[C@@H](O)[C@@H](N)NN de_lowest_kj_mol=160.1 mol_weight_g_mol=105.1
C 1.61843 -1.05863 -0.98684 -0.194 0.307 0.007
C 0.63157 0.09851 -0.88125 0.297 -0.230 0.500
O -0.25315 0.13661 -1.98558 -0.176 0.018 -0.256
C -0.23255 -0.02946 0.38084 -0.064 0.166 -0.118
N 0.62505 -0.07968 1.54663 0.049 -0.178 0.132
N -1.15966 1.10178 0.43658 0.009 -0.075 -0.530
N -2.34615 0.87608 1.17793 -0.069 -0.199 0.240
H 2.19322 -1.12767 -0.06932 0.121 -0.053 0.013
H 1.07604 -1.98982 -1.13326 -0.053 -0.110 -0.010
H 2.29465 -0.90727 -1.82647 0.077 -0.015 -0.090
H 1.18124 1.05208 -0.81678 -0.056 -0.082 0.047
H 0.26888 0.09795 -2.79388 -0.071 0.022 0.041
H -0.77869 -0.99129 0.33119 0.052 0.194 -0.045
H 1.13444 0.79510 1.62062 -0.088 0.045 0.058
H 0.06410 -0.17254 2.38690 0.094 -0.015 -0.059
H -1.43776 1.35331 -0.50836 -0.013 -0.024 0.201
H -2.11144 0.87633 2.16756 -0.111 0.064 -0.210
H -2.76823 -0.03140 0.95348 0.197 0.164 0.079

***

93
Properties=species:S:1:pos:R:3:forces:R:3 method="wB97M-V/def2-TZVPD" e_tot_ha=-2867.4762 total_charge=+2 de_lowest_kj_mol=0.0 mol_weight_g_mol=862.2
Os 0.93447 -1.12629 -0.69795 0.012 -0.800 -0.036
C 1.88873 0.33071 4.10246 -0.022 -0.030 0.023
Si 1.19087 0.63312 2.39707 -0.154 -0.067 -0.007
C 2.03546 2.15656 1.68438 -0.029 -0.034 0.037
C -0.66863 0.79940 2.60427 0.155 0.041 0.011
C 1.65763 -0.85443 1.28512 0.174 0.263 0.054
C 3.07567 -0.75008 0.85389 -0.088 0.143 0.013
C 4.28174 -0.81876 1.53892 -0.090 0.071 0.002
C 5.44909 -0.68240 0.81266 0.061 -0.008 0.010
C 5.39452 -0.50763 -0.56799 -0.005 0.008 -0.027
C 4.16554 -0.47223 -1.18460 -0.058 0.028 0.018
N 3.02849 -0.57582 -0.47755 0.109 -0.030 0.029
Si 1.33905 -2.66693 1.82534 0.016 0.057 0.231
C 2.46280 -3.21114 3.20867 -0.042 -0.049 -0.042
C 1.90958 -3.56497 0.25676 0.130 0.112 0.144
C -0.44644 -2.90572 2.30097 0.038 -0.042 -0.054
H 1.72575 1.23335 4.69796 0.006 0.004 0.014
H 2.96058 0.13083 4.11563 0.009 0.012 -0.003
H 1.37863 -0.48730 4.61506 0.012 -0.005 -0.007
H 1.42272 3.05104 1.81123 -0.013 0.013 -0.012
H 2.29540 2.06655 0.62946 0.037 -0.015 -0.015
H 2.97132 2.33389 2.21764 0.007 0.005 0.028
H -0.90020 1.81046 2.94974 -0.011 0.014 0.014
H -1.01127 0.11426 3.38192 0.008 -0.051 0.010
H -1.27774 0.61207 1.72361 -0.013 0.009 -0.084
H 4.29657 -0.96589 2.60815 -0.002 -0.001 0.022
H 6.40719 -0.71617 1.31377 0.007 0.000 0.007
H 6.29536 -0.40167 -1.15394 0.007 0.000 -0.012
H 4.08113 -0.34576 -2.25362 0.017 -0.007 0.001
H 3.51637 -3.18628 2.93485 0.037 0.019 -0.009
H 2.21795 -4.25367 3.42925 -0.009 -0.022 0.037
H 2.32055 -2.64186 4.12779 -0.008 0.012 -0.038
H 2.98417 -3.42806 0.11332 -0.021 -0.010 0.014
H 1.40054 -3.32735 -0.69802 0.010 0.015 -0.271
H 1.74067 -4.63828 0.37110 -0.130 -0.011 -0.128
H -0.59131 -2.60164 3.33910 0.026 0.001 0.045
H -0.71956 -3.96011 2.23158 -0.017 -0.031 0.019
H -1.14480 -2.34083 1.68454 0.019 -0.001 0.013
C -3.36718 1.73035 5.85639 -0.006 -0.027 0.030
O -3.80256 2.76669 4.98720 0.038 0.004 -0.020
C -4.20220 2.43812 3.74833 -0.034 -0.033 -0.032
C -4.17375 1.14055 3.22761 -0.017 0.111 0.047
C -4.59743 0.91025 1.92970 -0.077 -0.064 -0.024
C -5.07396 1.96006 1.14802 0.040 0.152 0.015
C -5.16165 3.24205 1.70108 0.065 -0.012 0.033
C -4.70102 3.49018 2.97181 0.026 -0.041 0.013
N -5.60133 1.87179 -0.16756 -0.199 -0.158 -0.022
N -5.23284 1.03583 -1.00254 0.015 0.136 0.047
C -4.10336 0.20469 -0.82597 0.111 0.057 -0.080
C -4.22434 -1.16075 -0.91465 0.031 -0.134 0.027
C -3.09854 -2.00289 -0.87305 0.097 0.166 0.027
C -1.85198 -1.43451 -0.78073 0.144 -0.268 -0.002
O -0.67227 -2.12400 -0.75176 -0.283 0.148 -0.027
C -1.70021 -0.04963 -0.74969 -0.085 0.241 -0.015
N -0.40561 0.40852 -0.71524 -0.031 0.144 -0.045
C -0.19982 1.71713 -0.74832 -0.132 -0.041 0.077
C -1.24990 2.63563 -0.80523 -0.039 -0.021 0.002
C -2.55096 2.19016 -0.83053 0.016 0.105 0.031
C -2.80770 0.80970 -0.78846 0.005 -0.054 -0.061
H -3.10257 2.21507 6.79070 -0.005 -0.001 -0.010
H -2.49019 1.21972 5.44936 -0.004 0.006 0.004
H -4.16583 1.00791 6.03573 0.004 0.004 -0.005
H -3.85212 0.30683 3.83344 0.002 -0.007 0.012
H -4.61127 -0.10789 1.56699 0.004 0.020 -0.009
H -5.59885 4.03293 1.10646 -0.020 0.008 -0.013
H -4.75254 4.47783 3.40824 0.000 0.008 0.010
H -5.21334 -1.59022 -1.00034 -0.010 -0.007 -0.005
H -3.21416 -3.07723 -0.91944 0.038 -0.021 0.000
H 0.82533 2.04483 -0.72559 0.090 0.021 -0.004
H -1.02070 3.69071 -0.83432 0.011 0.014 -0.001
H -3.36933 2.89622 -0.89437 0.020 -0.019 0.002
C 0.53598 1.16179 -5.40372 -0.014 0.003 -0.013
N 1.90330 1.24554 -4.88838 0.030 -0.002 0.048
C 2.72704 0.22768 -5.54644 0.002 -0.003 0.005
N 2.18694 -1.12446 -5.41011 0.086 -0.046 -0.002
C 0.81483 -1.14998 -5.91218 -0.012 -0.015 -0.038
N -0.04717 -0.16965 -5.25267 -0.116 0.020 -0.003
C -0.30642 -0.50780 -3.86626 0.037 -0.035 0.008
P 1.29878 -0.52003 -2.93644 0.039 -0.055 0.051
C 1.94361 1.13939 -3.43857 0.005 0.033 -0.006
C 2.27943 -1.62493 -4.04678 -0.043 0.039 -0.012
H 0.55781 1.40339 -6.46631 0.003 0.004 0.012
H -0.09035 1.89718 -4.89573 -0.003 -0.007 -0.004
H 3.74069 0.26154 -5.14243 -0.009 -0.005 -0.004
H 2.77494 0.46801 -6.60844 0.004 0.003 0.011
H 0.39701 -2.14945 -5.78517 0.001 0.005 -0.003
H 0.83705 -0.91834 -6.97700 0.002 -0.007 0.007
H -0.77107 -1.49400 -3.79210 -0.010 0.015 -0.003
H -0.98072 0.22340 -3.41326 -0.003 -0.004 -0.035
H 2.96156 1.28408 -3.07305 -0.016 0.015 -0.027
H 1.31997 1.91833 -2.99607 0.001 0.001 -0.019
H 1.87133 -2.63699 -3.98750 -0.001 0.009 0.006
H 3.32107 -1.67234 -3.72715 0.017 -0.020 -0.036

***

58
Properties=species:S:1:pos:R:3:forces:R:3 method="wB97M-V/def2-TZVPD" e_tot_ha=-2071.6299 total_charge=+4 de_lowest_kj_mol=3.2 mol_weight_g_mol=563.3
Zr 0.03320 -0.03067 -0.21085 -0.018 0.318 -0.220
C -0.65709 4.72250 2.47781 0.003 0.008 0.003
C -1.12704 3.64135 1.63125 0.008 -0.021 -0.002
N -0.59349 2.61571 1.05061 0.110 -0.031 -0.022
O 0.44767 1.88256 0.82177 -0.100 -0.109 0.116
B 3.32290 0.88768 1.91971 0.038 -0.031 -0.161
F 4.29763 1.64216 1.53158 -0.022 0.019 0.103
F 2.72749 0.90801 3.08290 0.031 0.040 0.037
O 2.84285 -0.01788 0.93689 -0.105 -0.101 0.097
N 1.67076 -0.69170 1.24194 -0.020 0.089 -0.318
C 1.72529 -1.84713 1.79620 -0.015 0.022 0.000
C 2.91845 -2.54360 2.30416 -0.002 0.023 0.114
C 0.33634 -2.44496 1.88057 -0.011 0.048 -0.095
N -0.47192 -1.90944 1.02578 -0.050 0.030 0.261
O -1.80498 -2.31314 1.11443 -0.032 -0.020 -0.052
B -2.62615 -1.41889 1.80070 0.095 -0.101 0.065
F -2.05787 -0.26616 2.18590 -0.081 0.032 -0.038
F -3.86577 -1.70211 1.98509 0.004 0.060 -0.021
O -1.86084 1.12331 -0.27740 0.091 -0.060 -0.002
N -1.87150 2.18403 0.46629 0.000 -0.045 0.045
C -2.52078 3.17161 0.99370 0.003 0.001 -0.015
C -3.89431 3.63801 0.99183 -0.009 -0.009 -0.009
C 0.01704 -3.46936 2.88809 0.015 -0.035 -0.009
H 0.40849 4.63816 2.68531 0.002 0.004 0.003
H -1.22534 4.72206 3.41636 0.001 0.003 0.000
H -0.86792 5.68253 1.98885 -0.001 -0.001 0.005
H 3.83855 -2.08154 1.95650 0.004 -0.008 -0.006
H 2.89655 -3.59558 2.00980 0.011 0.007 -0.014
H 2.90694 -2.52647 3.40227 0.007 -0.011 -0.014
H -4.54343 2.99043 0.40460 -0.002 0.001 0.001
H -3.92489 4.66060 0.59290 -0.004 0.001 0.008
H -4.25799 3.70038 2.02542 0.001 0.007 0.000
H 0.70327 -4.31576 2.77616 0.007 0.013 0.003
H -1.00397 -3.83025 2.81981 -0.010 0.004 0.002
H 0.20846 -3.06035 3.88785 -0.012 -0.012 0.006
C -0.85484 -0.12494 -3.28692 -0.004 -0.018 -0.027
C -0.09297 1.16764 -3.05456 -0.042 0.073 0.002
N 0.98979 1.03405 -2.01831 -0.092 -0.008 0.131
C 2.31203 0.52265 -2.51058 0.011 -0.020 0.002
C 2.27584 -0.94957 -2.86997 -0.022 0.025 0.002
S 1.42550 -1.90339 -1.55698 0.112 -0.159 -0.006
C 0.12761 -2.84784 -2.43536 0.003 0.006 -0.010
C -1.27116 -2.29815 -2.17648 -0.027 0.000 -0.002
N -1.25835 -0.80964 -2.00276 0.070 -0.030 0.046
H -1.74389 0.08810 -3.88153 -0.007 -0.004 0.001
H -0.26505 -0.82720 -3.86666 0.001 -0.003 0.009
H 0.33243 1.52322 -3.99532 0.007 -0.023 -0.011
H -0.77116 1.94521 -2.70060 -0.007 0.003 -0.004
H 1.18460 1.98634 -1.70341 0.039 0.005 -0.031
H 2.62997 1.10613 -3.37756 0.000 0.004 -0.004
H 3.03422 0.70002 -1.71301 0.004 0.008 0.004
H 1.77458 -1.14990 -3.81412 0.004 -0.008 0.003
H 3.29017 -1.33933 -2.94827 0.007 -0.001 0.004
H 0.40873 -2.84887 -3.48764 -0.002 0.002 -0.002
H 0.19937 -3.88014 -2.09568 0.005 0.000 0.008
H -1.92558 -2.56680 -3.00908 -0.005 0.003 -0.003
H -1.70159 -2.73304 -1.27664 0.004 -0.004 -0.001
H -2.22686 -0.54068 -1.82332 0.008 0.015 0.017

***

For the records above, the corresponding orbital gap values read 10.101, 5.231, 8.423 eV.
For the records above, the corresponding HOMO energy values read -9.2, -12.6, -22.4 eV.